w | 3 unconnected molecules or ions with the total composition C4H15NO2, computed with the ωB97M-V functional and the def2-TZVPD basis.

Structure (XYZ):
```
22
Properties=species:S:1:pos:R:3
C -0.065 -1.111 1.658
C -0.267 0.386 1.671
C -1.461 0.812 0.804
N -1.181 0.552 -0.609
C -0.182 1.401 -1.263
H -0.863 -1.657 2.169
H 0.859 -1.499 2.009
H -0.157 -1.493 0.645
H 0.589 0.792 1.120
H -0.239 0.894 2.632
H -1.572 1.903 0.876
H -2.349 0.284 1.135
H -2.006 0.763 -1.148
H 0.620 1.737 -0.598
H -0.627 2.355 -1.544
H 0.250 0.903 -2.125
O 3.310 0.585 0.663
H 2.411 0.800 0.952
H 3.272 -0.370 0.672
O -0.789 -2.287 -2.611
H 0.142 -2.013 -2.604
H -0.665 -2.934 -1.897
```

Its SMILES is CCCNC.O.O. The LUMO energy is 0.0229 Ha. The spin multiplicity is 1. Its charge is 0. Its HOMO energy is -0.323 Eh. The HOMO-LUMO gap comes out at 9.41 eV.



x | 3 unconnected molecules or ions with the total composition C4H15NO2, computed with the ωB97M-V functional and the def2-TZVPD basis.

Structure (XYZ):
```
22
Properties=species:S:1:pos:R:3
C 1.217 0.963 -0.182
C 1.186 2.379 0.471
C 1.814 2.307 1.881
C 1.847 3.511 -0.260
N 1.541 3.583 -1.706
H 2.253 0.687 -0.436
H 0.564 0.852 -1.075
H 0.772 0.237 0.515
H 0.119 2.576 0.541
H 1.572 3.170 2.543
H 1.476 1.378 2.401
H 2.891 2.230 1.736
H 2.884 3.835 -0.046
H 1.348 4.366 0.219
H 1.961 2.702 -2.015
H 2.190 4.210 -2.183
O -2.409 -6.240 0.980
H -3.290 -6.134 0.593
H -2.182 -5.299 0.969
O -4.069 -4.487 -1.002
H -3.216 -4.282 -1.408
H -4.482 -4.702 -1.851
```

Its SMILES is CC(C)CN.O.O. The LUMO energy is 0.0197 Ha. The spin multiplicity is 1. Its charge is 0. Its HOMO energy is -0.351 Eh. The HOMO-LUMO gap comes out at 10.08 eV.



Most stable one: x, least stable one: w.



w | C3H2N2O in the gas phase, computed with the ωB97M-V functional and the def2-TZVPD basis.

Structure (XYZ):
```
8
Properties=species:S:1:pos:R:3
N 1.038 1.393 -2.093
C 0.588 0.551 -1.451
N -0.030 -0.261 -0.530
C -0.789 -0.057 0.634
C 0.455 -0.798 0.654
O 1.343 -1.400 1.072
H -1.930 -0.358 0.670
H -0.674 0.930 1.044
```

Its SMILES is N#CN1CC1=O. The LUMO energy is 0.0205 Ha. The spin multiplicity is 1. Its charge is 0. Its HOMO energy is -0.392 Eh. The HOMO-LUMO gap comes out at 11.21 eV.



x | C3H2N2O in the gas phase, computed with the ωB97M-V functional and the def2-TZVPD basis.

Structure (XYZ):
```
8
Properties=species:S:1:pos:R:3
C 0.583 -1.572 -0.046
C -0.475 -0.871 0.015
C 0.884 0.143 -0.046
N -0.218 1.127 0.052
N -1.176 0.279 0.064
O -2.553 0.363 -0.052
H 1.578 0.305 0.919
H 1.376 0.226 -0.907
```

The LUMO energy (alpha / beta) is -0.0402 / -0.0402 Ha. The spin multiplicity is 1. Its charge is 0. Its HOMO energy (alpha / beta) is -0.397 / -0.397 Eh. The HOMO-LUMO gap (alpha / beta) comes out at 9.70 / 9.70 eV.



y | C3H2N2O in the gas phase, computed with the ωB97M-V functional and the def2-TZVPD basis.

Structure (XYZ):
```
8
Properties=species:S:1:pos:R:3
N -3.639 -0.664 -0.326
C -2.667 -0.286 0.095
N -1.427 0.327 0.644
C -0.111 0.253 0.194
C -0.903 1.412 0.069
O -1.145 2.490 -0.281
H 0.002 -0.183 -0.811
H 0.695 0.077 0.901
```

Its SMILES is N#CN1CC1=O. The LUMO energy is 0.0181 Ha. The spin multiplicity is 1. Its charge is 0. Its HOMO energy is -0.393 Eh. The HOMO-LUMO gap comes out at 11.18 eV.



Most stable one: w, least stable one: x.



w | 5 unconnected molecules or ions with the total composition C10H18Cl12INOP, computed with the ωB97M-V functional and the def2-TZVPD basis.

Structure (XYZ):
```
44
Properties=species:S:1:pos:R:3
C -0.256 0.347 -2.332
P 1.256 1.343 -2.159
O 0.820 2.653 -1.345
N 2.276 0.312 -0.878
C 3.734 0.421 -1.302
C 4.728 0.611 -0.174
C 4.339 1.706 0.821
C 2.817 1.808 1.070
C 2.102 0.561 0.596
I 0.064 0.536 1.195
H -0.112 -0.676 -1.987
H -0.532 0.363 -3.385
H -1.069 0.777 -1.744
H -0.022 2.575 -0.866
H 1.999 -0.660 -1.030
H 3.799 1.268 -1.985
H 3.978 -0.458 -1.896
H 4.917 -0.331 0.343
H 5.672 0.884 -0.645
H 4.818 1.500 1.777
H 4.713 2.678 0.500
H 2.388 2.720 0.659
H 2.658 1.850 2.146
H 2.539 -0.292 1.110
C 1.279 -3.575 1.398
Cl 2.330 -2.998 0.071
Cl 0.534 -5.111 0.975
Cl 2.185 -3.678 2.893
H 0.491 -2.843 1.521
C -3.173 3.389 1.651
Cl -1.820 3.803 0.581
Cl -4.152 2.128 0.911
Cl -2.570 2.873 3.222
H -3.776 4.277 1.788
C -7.335 -0.873 0.080
Cl -6.049 0.152 -0.577
Cl -7.078 -2.554 -0.376
Cl -7.433 -0.696 1.827
H -8.271 -0.544 -0.350
C -2.558 -3.348 -0.759
Cl -3.839 -2.370 -0.060
Cl -2.957 -3.868 -2.385
Cl -1.026 -2.433 -0.761
H -2.409 -4.224 -0.140
```

The LUMO energy is -0.1016 Ha. The spin multiplicity is 1. Its charge is +1. Its HOMO energy is -0.473 Eh. The HOMO-LUMO gap comes out at 10.11 eV.



x | 5 unconnected molecules or ions with the total composition C10H18Cl12INOP, computed with the ωB97M-V functional and the def2-TZVPD basis.

Structure (XYZ):
```
44
Properties=species:S:1:pos:R:3
C 1.254 0.953 -1.507
P -0.244 1.082 -2.513
O -0.596 -0.439 -2.881
N -1.518 1.391 -1.049
C -2.572 2.346 -1.597
C -3.998 2.042 -1.180
C -4.395 0.578 -1.402
C -3.251 -0.418 -1.118
C -2.145 0.237 -0.315
I -0.682 -1.139 0.364
H 1.142 1.457 -0.552
H 2.049 1.427 -2.085
H 1.527 -0.080 -1.291
H -0.181 -1.137 -2.340
H -0.989 1.903 -0.340
H -2.484 2.315 -2.683
H -2.272 3.348 -1.293
H -4.184 2.348 -0.148
H -4.623 2.687 -1.797
H -5.228 0.341 -0.741
H -4.764 0.435 -2.417
H -2.864 -0.888 -2.021
H -3.636 -1.223 -0.492
H -2.561 0.643 0.605
C -1.427 2.277 3.173
Cl -1.485 3.203 1.637
Cl -0.437 3.124 4.348
Cl -3.049 1.987 3.758
H -0.958 1.327 2.952
C 1.316 -4.652 -1.211
Cl 0.473 -3.611 -2.380
Cl 2.809 -3.893 -0.674
Cl 0.262 -5.022 0.149
H 1.557 -5.575 -1.720
C 6.870 -3.124 1.203
Cl 5.720 -2.664 -0.066
Cl 7.351 -1.723 2.151
Cl 6.190 -4.386 2.222
H 7.750 -3.519 0.714
C 2.838 1.240 3.018
Cl 3.262 -0.459 3.113
Cl 4.204 2.233 2.551
Cl 1.489 1.461 1.868
H 2.480 1.569 3.985
```

The LUMO energy is -0.1001 Ha. The spin multiplicity is 1. Its charge is +1. Its HOMO energy is -0.473 Eh. The HOMO-LUMO gap comes out at 10.16 eV.



Most stable one: x, least stable one: w.